No. 1
A structure of composition C17H23I2InN2O. Source: the OMol25 dataset; level of theory: ωB97M-V/def2-TZVPD.

Each line ends with the Löwdin charge.
Atoms and positions in Å:
1 C 0.07 3.57 -5.78  -0.63
2 I -0.22 2.62 -3.86  0.35
3 H 0.34 2.81 -6.51  -0.06
4 H 0.84 4.33 -5.68  -0.06
5 H -0.87 4.07 -6.04  -0.07
6 C 4.93 0.35 -0.41  -0.07
7 C 2.72 0.25 -0.86  -0.32
8 N 3.65 0.29 0.13  -0.13
9 H 5.53 0.24 -2.53  0.11
10 I 1.75 -2.81 -0.89  0.06
11 N 3.44 0.17 -2.02  -0.13
12 H 5.81 0.39 0.21  0.11
13 In 0.58 -0.16 -0.72  0.18
14 C 0.42 2.19 -1.31  -0.57
15 O 0.37 3.00 -0.48  -0.06
16 C 4.80 0.27 -1.75  -0.07
17 C 2.92 -0.15 -3.34  -0.08
18 H 3.13 -1.20 -3.60  0.08
19 H 3.39 0.51 -4.09  0.08
20 H 1.84 0.01 -3.39  0.04
21 C 3.40 0.11 1.56  -0.04
22 H 4.05 0.79 2.13  0.09
23 H 3.62 -0.92 1.88  0.09
24 H 2.36 0.33 1.81  0.08
25 C -1.55 -2.63 1.04  -0.09
26 C -1.42 -1.24 1.67  -0.66
27 C -0.48 -1.37 2.86  -0.11
28 C -0.87 -0.19 0.75  -0.29
29 C -2.82 -0.74 2.04  -0.20
30 C -3.20 -0.50 3.36  -0.04
31 C -4.52 -0.12 3.66  -0.11
32 C -5.45 0.01 2.62  -0.13
33 C -5.07 -0.21 1.29  -0.09
34 C -3.75 -0.58 1.01  -0.04
35 H -0.57 -3.03 0.75  -0.02
36 H -2.16 -2.59 0.13  0.07
37 H -2.04 -3.30 1.76  0.08
38 H 0.49 -1.77 2.54  0.07
39 H -0.29 -0.40 3.33  0.07
40 H -0.90 -2.05 3.60  0.06
41 H -1.36 0.78 0.94  0.00
42 H -2.46 -0.62 4.17  0.09
43 H -4.78 0.07 4.70  0.08
44 H -6.48 0.29 2.86  0.08
45 H -5.79 -0.11 0.48  0.09
46 H -3.43 -0.74 -0.03  0.11

As for the LUMO energy (spin up / spin down): 4.07 / 4.04 eV. Its net charge is -2. As for the spin multiplicity: 1. For the HOMO-LUMO gap (spin up / spin down), the calculation gives 1.90 / 3.37 eV.

No. 2
A structure of composition C39H32FN7O4Ta. Source: the OMol25 dataset; level of theory: ωB97M-V/def2-TZVPD.

Each line ends with the Löwdin charge.
Atoms and positions in Å:
1 Ta 0.61 0.53 -0.41  2.02
2 C 1.88 1.61 3.80  0.03
3 C 1.66 1.52 2.33  -0.20
4 N 1.06 0.54 1.73  -0.07
5 N 0.60 -0.52 2.49  0.12
6 C 0.00 -1.37 1.72  -0.32
7 O -0.09 -1.08 0.40  -0.22
8 C -0.57 -2.61 2.21  -0.16
9 C -1.26 -3.45 1.32  -0.01
10 C -1.80 -4.63 1.78  -0.04
11 C -1.66 -4.98 3.12  -0.02
12 C -0.97 -4.15 4.00  -0.03
13 C -0.43 -2.97 3.55  0.00
14 C 2.15 2.54 1.41  -0.20
15 C 2.89 3.63 1.82  0.05
16 C 3.38 4.52 0.86  0.04
17 C 3.12 4.27 -0.47  0.02
18 C 2.36 3.17 -0.82  -0.06
19 N 1.87 2.31 0.10  -0.02
20 H 1.37 0.80 4.31  0.09
21 H 2.95 1.55 4.01  0.12
22 H 1.52 2.57 4.18  0.12
23 H -1.37 -3.17 0.29  0.11
24 H -2.34 -5.28 1.11  0.12
25 H -2.08 -5.91 3.48  0.12
26 H -0.87 -4.44 5.04  0.12
27 H 0.11 -2.32 4.23  0.12
28 H 3.08 3.79 2.87  0.14
29 H 3.96 5.38 1.17  0.14
30 H 3.49 4.92 -1.26  0.14
31 H 2.14 2.95 -1.85  0.09
32 C -4.74 4.38 -4.35  0.00
33 C -4.80 2.86 -4.41  -0.27
34 C -6.19 2.28 -4.22  -0.12
35 C -6.72 2.59 -2.83  -0.11
36 C -5.73 2.17 -1.78  -0.10
37 C -6.13 1.90 -0.49  0.11
38 C -5.21 1.48 0.48  -0.23
39 F -5.66 1.23 1.70  0.13
40 C -3.89 1.30 0.21  0.09
41 C -3.44 1.58 -1.10  -0.04
42 C -2.07 1.42 -1.46  -0.17
43 O -1.24 0.95 -0.52  -0.18
44 C -1.66 1.70 -2.75  -0.01
45 C -2.61 2.14 -3.67  0.08
46 N -3.88 2.29 -3.36  0.07
47 C -4.35 2.02 -2.08  -0.03
48 C -0.24 1.59 -3.19  -0.47
49 O 0.14 1.62 -4.31  0.18
50 O 0.60 1.50 -2.11  -0.24
51 H -5.41 4.80 -5.10  0.11
52 H -3.73 4.74 -4.56  0.09
53 H -5.04 4.76 -3.37  0.09
54 H -4.39 2.51 -5.36  0.15
55 H -6.16 1.20 -4.38  0.14
56 H -6.85 2.70 -4.98  0.14
57 H -7.66 2.07 -2.65  0.14
58 H -6.93 3.66 -2.72  0.14
59 H -7.17 1.99 -0.21  0.16
60 H -3.21 0.96 0.97  0.14
61 H -2.31 2.36 -4.69  0.17
62 C 1.88 -2.93 -2.82  0.01
63 C 1.14 -2.06 -2.06  -0.08
64 N 1.68 -0.90 -1.62  -0.10
65 C 2.94 -0.59 -1.93  -0.06
66 C 3.77 -1.43 -2.66  -0.16
67 C 3.21 -2.62 -3.10  0.06
68 C 5.19 -1.13 -2.91  -0.02
69 C 5.77 -0.01 -3.34  0.00
70 C 5.17 1.25 -3.81  -0.25
71 C 5.99 2.21 -4.40  0.02
72 C 5.39 3.38 -4.85  -0.08
73 N 4.07 3.57 -4.77  0.10
74 C 3.38 2.58 -4.23  -0.21
75 N 3.85 1.45 -3.72  0.13
76 H 1.44 -3.85 -3.17  0.13
77 H 0.12 -2.28 -1.77  0.12
78 H 3.32 0.36 -1.56  0.11
79 H 3.81 -3.32 -3.67  0.15
80 H 5.84 -1.98 -2.73  0.13
81 H 6.85 -0.05 -3.45  0.12
82 H 7.05 2.05 -4.50  0.13
83 H 5.97 4.17 -5.30  0.13
84 H 2.30 2.70 -4.22  0.09

As for the LUMO energy: -9.88 eV. Its net charge is +3. As for the spin multiplicity: 1. The relative energy (zero: lowest compared OMol25 entry of this formula, charge and spin) comes out at 7.2 kcal per mole. For the HOMO-LUMO gap, the calculation gives 6.00 eV.